# 1
Computed, not measured: a structure of composition C34H25AsN7O6RuS3, with ωB97M-V/def2-TZVPD.

Positions of all 77 atoms, in Å:
Ru -0.878 -0.111 -0.480
C 1.207 3.546 4.661
C 1.181 2.347 3.751
C 2.202 2.124 2.829
C 2.128 1.092 1.917
C 1.034 0.213 1.877
N 0.921 -0.756 0.882
C 2.022 -1.543 0.714
C 2.815 -1.920 1.828
C 3.914 -2.746 1.737
C 4.310 -3.295 0.520
C 5.461 -4.261 0.417
C 3.557 -2.947 -0.588
C 2.473 -2.077 -0.519
N 1.864 -1.735 -1.758
C 2.467 -1.661 -2.965
C 1.478 -1.518 -3.909
C 0.284 -1.504 -3.171
N 0.533 -1.638 -1.875
C 0.031 0.432 2.826
C 0.098 1.483 3.733
N -1.119 -0.401 2.843
C -1.740 -0.919 3.924
C -2.859 -1.578 3.473
C -2.837 -1.416 2.075
N -1.786 -0.701 1.715
H 2.223 3.773 4.989
H 0.590 3.387 5.547
H 0.829 4.433 4.145
H 3.046 2.806 2.794
H 2.905 0.960 1.174
H 2.529 -1.532 2.797
H 4.466 -2.987 2.641
H 6.174 -4.108 1.230
H 6.000 -4.142 -0.525
H 5.123 -5.301 0.471
H 3.811 -3.364 -1.556
H 3.538 -1.693 -3.051
H 1.601 -1.390 -4.970
H -0.731 -1.344 -3.494
H -0.743 1.650 4.396
H -1.322 -0.785 4.907
H -3.581 -2.118 4.060
H -3.528 -1.793 1.334
O -2.848 -4.102 -2.149
As -3.417 -2.599 -1.350
O -4.536 -2.981 -0.227
O -1.956 -1.950 -0.896
C -4.268 -1.791 -2.897
C -4.961 -2.680 -3.716
C -5.688 -2.223 -4.804
C -5.733 -0.863 -5.083
C -5.045 0.029 -4.275
C -4.314 -0.433 -3.189
S -3.393 0.752 -2.207
O -1.994 0.496 -2.596
O -3.908 2.042 -2.596
O -3.616 0.354 -0.822
H -1.896 -4.104 -1.995
H -4.924 -3.741 -3.501
H -6.220 -2.930 -5.429
H -6.303 -0.496 -5.928
H -5.060 1.094 -4.462
S -1.419 2.129 0.504
C -0.033 3.151 0.306
C 0.061 4.313 1.070
C 1.157 5.164 0.994
C 1.218 6.320 1.831
N 1.267 7.241 2.521
C 2.198 4.853 0.098
C 2.108 3.705 -0.679
C 1.021 2.828 -0.592
S 1.013 1.380 -1.528
C 3.347 5.697 -0.020
N 4.273 6.374 -0.130
H -0.741 4.544 1.761
H 2.915 3.466 -1.360

Computed properties:
**Energy above the lowest of the compared OMol25 structures with the same formula, charge and spin**: 31.4 kJ/mol
**HOMO level (spin up / spin down)**: -2.139 / -2.072 eV
**Gap between HOMO and LUMO (spin up / spin down)**: 6.2 / 6.2 eV
**Charge**: -2
**Total energy**: -154307.6871 eV
**Multiplicity**: 6



# 2
Computed, not measured: an isolated molecule of C18H21ClO4 in a non-equilibrium geometry, with ωB97M-V/def2-TZVPD.

Positions of all 44 atoms, in Å:
C -3.288 -0.682 -3.064
C -2.256 0.369 -2.788
O -1.266 -0.302 -1.956
C -0.375 0.562 -1.424
O -0.367 1.739 -1.724
C 0.502 -0.103 -0.378
C 1.955 0.170 -0.733
O 2.363 1.130 -1.358
O 2.792 -0.796 -0.279
C 4.180 -0.480 -0.549
C 5.007 -1.686 -0.201
C 0.102 0.439 0.962
C -1.408 0.175 1.111
C -2.357 1.177 0.908
C -3.709 0.828 0.803
C -4.081 -0.513 0.943
Cl -5.709 -0.974 0.642
C -3.136 -1.500 1.249
C -1.792 -1.138 1.346
C 0.504 1.909 1.002
C 1.605 2.086 1.752
C 2.061 0.820 2.429
C 0.955 -0.212 2.091
H -4.043 -0.287 -3.747
H -2.813 -1.559 -3.517
H -3.789 -0.984 -2.136
H -2.669 1.223 -2.238
H -1.756 0.728 -3.696
H 0.337 -1.192 -0.435
H 4.267 -0.232 -1.611
H 4.458 0.397 0.050
H 6.062 -1.403 -0.181
H 4.747 -2.116 0.771
H 4.891 -2.455 -0.972
H -2.066 2.219 0.802
H -4.458 1.577 0.573
H -3.439 -2.533 1.360
H -1.030 -1.892 1.558
H -0.076 2.639 0.436
H 2.175 3.006 1.880
H 2.183 0.943 3.514
H 3.032 0.452 2.054
H 0.327 -0.376 2.978
H 1.380 -1.174 1.775

Computed properties:
**Energy above the lowest of the compared OMol25 structures with the same formula, charge and spin**: 0.0 kJ/mol
**HOMO level**: -9.056 eV
**Gap between HOMO and LUMO**: 9.8 eV
**Charge**: 0
**Structure (SMILES)**: CCOC(=O)C(C(=O)OCC)[C@]1(c2ccc(Cl)cc2)C=CCC1
**Total energy**: -39719.3687 eV



Q: Which formula does entry 2 have?
A: C18H21ClO4